Formula: C5H6O2
Source: OMol25
Level of theory: ωB97M-V/def2-TZVPD

The geometry in XYZ format:
```
13
Properties=species:S:1:pos:R:3:forces:R:3
C 1.085761 0.817802 -0.550226 0.05 -0.03 -0.03
C 0.058470 -0.238761 -0.124229 0.25 -0.34 -0.10
O -0.945898 0.339213 0.743918 0.08 -0.09 0.06
C -0.495180 0.611417 1.971508 0.31 0.00 0.18
O 0.642720 0.476051 2.342599 -0.59 0.04 -0.04
C -0.648385 -0.994178 -1.159379 -0.45 -0.24 -0.40
C -1.232427 -1.761603 -1.879344 0.28 0.17 0.26
H 0.677356 1.815984 -0.361484 0.07 -0.16 -0.17
H 1.373220 0.736380 -1.602685 -0.17 -0.06 0.19
H 1.971230 0.690401 0.075631 -0.08 0.18 -0.16
H 0.576374 -1.012532 0.448859 0.03 0.16 0.15
H -1.331003 0.970468 2.586398 0.12 0.04 0.02
H -1.726125 -2.505593 -2.470214 0.10 0.33 0.04
```
Positions in Å, forces in eV/Å.

Calculated values
- ΔE to the lowest compared entry with this formula, charge and spin (kJ/mol) = 197.1
- E_HOMO (eV) = -10.32
- SMILES string = C#C[C@@H](C)OC=O

Formula: C5H6O2
Source: OMol25
Level of theory: ωB97M-V/def2-TZVPD

The geometry in XYZ format:
```
13
Properties=species:S:1:pos:R:3:forces:R:3
C -1.318219 -1.322612 0.048794 -9.55 -2.87 -3.65
C -0.257264 -0.696067 -0.134402 1.45 4.02 0.30
C 1.913348 -0.256205 0.082573 -0.07 0.64 2.76
C 0.004816 0.735224 -0.124273 -5.37 1.28 0.49
C -0.995272 1.587167 0.166015 -0.72 -0.16 -1.46
H -2.239381 -0.676614 -0.358276 1.68 -1.58 1.53
H -1.450772 -2.368541 -0.396280 0.53 1.19 1.65
H 2.838483 -0.325884 -0.504799 -0.78 -0.81 -0.31
H 2.223763 -0.225677 1.225587 -0.63 0.16 -2.22
H -2.083256 1.204112 -0.089197 2.49 1.18 1.21
H -0.731842 2.636661 0.339837 -0.58 -0.34 -0.20
O 0.837396 -1.281874 0.047162 8.14 -1.44 -0.67
O 1.258198 0.990311 -0.302747 3.42 -1.27 0.58
```
Positions in Å, forces in eV/Å.

Calculated values
- ΔE to the lowest compared entry with this formula, charge and spin (kJ/mol) = 396.4
- E_HOMO (eV) = -8.46
- SMILES string = C=C1OCOC1=C

Formula: C5H6O2
Source: OMol25
Level of theory: ωB97M-V/def2-TZVPD

The geometry in XYZ format:
```
13
Properties=species:S:1:pos:R:3:forces:R:3
C -0.746525 0.186052 1.014444 0.13 0.00 0.02
C -0.598074 -1.092865 0.210193 0.33 0.08 0.14
O -0.651051 -0.365222 -1.098417 0.42 0.23 0.17
C -0.302997 0.887979 -0.264385 -0.06 -0.53 -0.40
C 1.231531 0.863432 -0.350506 -0.39 0.23 1.30
O 1.881395 1.201616 0.627816 0.16 0.25 0.26
C 0.674308 -1.157596 -0.496829 -0.35 1.48 0.34
H -1.777057 0.383712 1.308624 0.09 0.02 -0.07
H -0.047820 0.307180 1.845446 -0.14 0.03 -0.12
H -1.276866 -1.910441 0.279287 -0.47 -0.56 0.14
H -0.854424 1.748692 -0.641159 0.21 0.01 0.08
H 1.649549 0.956698 -1.330589 0.13 -0.18 -1.15
H 0.818034 -2.009235 -1.103926 -0.05 -1.07 -0.69
```
Positions in Å, forces in eV/Å.

Calculated values
- ΔE to the lowest compared entry with this formula, charge and spin (kJ/mol) = 532.9
- E_HOMO (eV) = -8.48

no.,strongest force on any atom (eV Å⁻¹),molar mass (Da)
1,0.647,98.1
2,10.622,98.1
3,1.559,98.1